Entry 1:
Here is a molecular structure, C38H42IN2O2P2PtSi2 from OMol25. Energies are from wB97M-V/def2-TZVPD.

```
90
Properties=species:S:1:pos:R:3:mulliken_charge:R:1
Pt -0.41 -0.13 -0.47 3.313
C -0.39 -2.32 3.13 -0.872
Si -1.43 -0.79 2.89 -0.002
C -3.10 -1.31 2.27 -0.730
C -1.64 -0.04 4.59 -1.120
N -0.57 0.23 1.80 -0.613
P -0.67 1.79 1.38 1.469
C 0.27 2.06 -0.02 -2.248
P 1.84 1.40 -0.06 2.664
N 1.83 0.02 -0.89 -0.803
Si 1.97 -0.21 -2.60 0.205
C 0.65 -1.35 -3.28 -1.145
C 3.62 -1.03 -2.94 -1.207
C 1.90 1.36 -3.61 -0.925
C 3.01 2.62 -0.77 -0.193
C 2.58 3.88 -1.16 -0.296
C 3.47 4.76 -1.77 -0.658
C 4.78 4.38 -2.01 -0.374
C 5.22 3.12 -1.62 -0.914
C 4.34 2.24 -1.00 -0.214
C 2.67 1.02 1.52 0.081
C 3.35 2.01 2.23 -0.175
C 3.93 1.73 3.46 -0.691
C 3.84 0.45 4.00 -0.607
C 3.16 -0.54 3.30 -0.703
C 2.58 -0.26 2.07 -0.739
C -2.36 2.34 1.00 0.464
C -2.75 2.65 -0.29 -0.595
C -4.07 2.99 -0.57 -0.653
C -5.01 3.02 0.44 -0.598
C -4.64 2.71 1.75 -0.696
C -3.32 2.37 2.02 -0.184
C -0.22 2.87 2.79 0.372
C 0.68 2.41 3.76 -0.159
C 1.09 3.24 4.79 -1.201
C 0.62 4.54 4.87 -0.692
C -0.27 5.01 3.91 -0.648
C -0.68 4.18 2.88 -0.789
H -0.93 -3.06 3.73 0.388
H 0.54 -2.06 3.65 0.137
H -0.14 -2.77 2.17 0.073
H -3.72 -1.69 3.09 0.526
H -3.01 -2.12 1.54 0.083
H -3.63 -0.49 1.78 0.184
H -2.14 -0.79 5.22 0.448
H -2.25 0.86 4.62 0.310
H -0.68 0.19 5.06 0.232
H 0.83 -2.39 -3.00 0.231
H 0.62 -1.28 -4.37 0.460
H -0.35 -1.10 -2.93 0.240
H 3.75 -1.90 -2.29 0.289
H 4.44 -0.33 -2.75 0.275
H 3.70 -1.37 -3.98 0.362
H 1.00 1.94 -3.36 0.252
H 1.84 1.08 -4.67 0.510
H 2.77 2.00 -3.47 0.190
H 1.55 4.14 -0.99 0.351
H 3.13 5.74 -2.08 0.394
H 5.47 5.06 -2.50 0.373
H 6.24 2.82 -1.80 0.392
H 4.68 1.26 -0.70 0.626
H 3.42 3.01 1.83 0.423
H 4.45 2.51 4.01 0.404
H 4.29 0.23 4.96 0.391
H 3.08 -1.54 3.71 0.470
H 2.05 -1.03 1.52 0.395
H -2.00 2.61 -1.08 0.286
H -4.36 3.22 -1.59 0.394
H -6.04 3.27 0.22 0.365
H -5.37 2.73 2.54 0.404
H -3.03 2.14 3.04 0.258
H 1.05 1.39 3.69 0.621
H 1.80 2.86 5.52 0.473
H 0.95 5.19 5.68 0.389
H -0.64 6.03 3.97 0.429
H -1.37 4.56 2.13 0.478
I -0.34 -7.27 -1.62 0.023
C -1.24 -5.40 -1.39 -0.140
C -2.54 -5.21 -1.82 -0.490
C -3.14 -3.97 -1.66 -0.789
C -2.44 -2.91 -1.09 0.655
C -1.14 -3.14 -0.66 0.423
C -0.52 -4.37 -0.80 -0.971
C -3.14 -1.56 -0.97 -0.129
O -4.36 -1.57 -1.03 -0.782
O -2.44 -0.49 -0.83 -0.860
H -3.09 -6.03 -2.27 0.367
H -4.16 -3.79 -1.97 0.486
H -0.59 -2.31 -0.20 0.097
H 0.49 -4.52 -0.46 0.483
```

HOMO level (alpha / beta) (eV): -3.8 / -4.9
Orbital gap (alpha / beta) (eV): 5.945 / 6.960
Total charge: -1
Multiplicity: 3
ΔE to the lowest compared entry with this formula, charge and spin (kcal/mol): 11.31

Entry 2:
Here is a molecular structure, C11H24N5O9P2PtS2 at a distorted geometry from OMol25. Energies are from wB97M-V/def2-TZVPD.

```
54
Properties=species:S:1:pos:R:3:mulliken_charge:R:1
Pt -0.20 -0.16 -0.57 2.263
C -4.46 0.20 -2.05 -1.659
C -3.14 0.20 -1.29 0.582
O -2.03 -0.20 -2.13 -0.604
P -2.82 1.88 -0.58 0.638
O -4.08 2.17 0.32 -0.526
O -2.98 2.84 -1.83 -0.541
O -1.53 1.95 0.12 -0.367
P -3.15 -0.88 0.20 0.925
O -3.46 -2.33 -0.40 -0.555
O -4.20 -0.41 1.14 -0.941
O -1.68 -0.95 0.67 -1.093
H -4.45 0.97 -2.82 0.430
H -5.30 0.40 -1.37 0.365
H -4.62 -0.77 -2.51 0.417
H -2.09 -1.15 -2.30 0.373
H -4.36 1.37 0.82 0.410
H -2.83 3.77 -1.62 0.378
H -4.35 -2.63 -0.18 0.386
C 1.80 0.15 4.65 -1.099
N 1.83 -0.01 3.21 0.052
C 3.03 -0.28 2.44 -0.366
C 2.49 -0.33 1.02 0.132
O 3.15 -0.53 0.03 -0.611
N 1.13 -0.09 1.08 -0.501
C 0.80 0.12 2.37 0.616
N -0.43 0.44 2.75 -0.234
H 2.55 -0.51 5.09 0.348
H 0.83 -0.15 5.05 0.399
H 2.01 1.18 4.95 0.308
H 3.50 -1.22 2.72 0.358
H 3.76 0.53 2.53 0.287
H -1.17 0.41 2.06 0.008
H -0.65 0.59 3.71 0.217
C 0.86 -4.71 -1.54 -1.335
C 0.12 -3.52 -0.99 0.700
N -0.42 -3.65 0.23 -0.212
O 0.06 -2.47 -1.62 -0.610
H 0.31 -5.64 -1.37 0.422
H 1.83 -4.80 -1.05 0.306
H 1.01 -4.57 -2.61 0.311
H -0.41 -4.54 0.71 0.177
H -0.97 -2.89 0.61 0.196
S 1.08 0.40 -2.28 -0.519
C 2.11 1.67 -1.84 0.532
N 3.13 2.03 -2.59 -0.220
C 3.83 3.27 -2.24 -0.636
C 3.45 3.57 -0.79 -0.465
S 1.90 2.67 -0.46 0.028
H 3.31 1.57 -3.47 0.241
H 3.52 4.08 -2.91 0.302
H 4.90 3.13 -2.34 0.324
H 3.27 4.63 -0.63 0.384
H 4.21 3.22 -0.09 0.279
```

HOMO level (eV): -10.4
Orbital gap (eV): 7.637
Total charge: +1
ΔE to the lowest compared entry with this formula, charge and spin (kcal/mol): 26.16

Entry 3:
Here is 8 unconnected molecules or ions with the total composition C31H54Cl28N5O3S from OMol25. Energies are from wB97M-V/def2-TZVPD.

```
122
Properties=species:S:1:pos:R:3:mulliken_charge:R:1
C -0.76 -3.75 1.52 -0.763
C 0.39 -3.66 2.52 -0.677
C 0.71 -2.19 2.84 1.137
C 2.19 -1.87 3.13 -1.167
N 2.62 -0.60 2.49 0.215
C 3.56 -0.83 1.40 -1.622
N 3.03 -1.76 0.42 1.410
N 3.93 -2.81 0.06 -0.894
C 2.17 -1.21 -0.59 -0.908
C 2.57 0.14 -1.23 -0.997
S 3.54 -0.20 -2.76 1.435
C 4.64 1.15 -3.10 -1.026
O 2.52 -0.19 -3.76 -0.715
O 4.32 -1.39 -2.56 -0.470
N 3.13 1.11 -0.22 1.247
C 1.99 1.91 0.41 0.245
C 2.21 3.42 0.46 -0.839
C 0.88 4.16 0.22 -1.063
C -0.01 4.19 1.47 -0.824
C -0.61 2.83 1.85 0.645
C -2.02 2.90 2.45 -0.904
C -2.45 1.56 3.07 -1.393
C -2.08 0.30 2.27 0.924
C -2.61 0.25 0.83 -0.107
C -3.41 -1.02 0.51 0.451
C -4.91 -0.82 0.73 -1.122
C -5.57 0.04 -0.35 0.245
O -5.16 -0.36 -1.64 -0.268
C -5.10 0.67 -2.60 -0.489
C 4.11 0.51 0.82 1.558
C 4.35 1.50 1.96 -2.090
C 5.46 0.24 0.14 -1.096
N 6.19 1.40 -0.37 -0.444
H -1.63 -3.22 1.92 -0.142
H -0.48 -3.21 0.60 0.239
H -1.03 -4.77 1.28 0.458
H 0.06 -4.14 3.45 0.314
H 1.27 -4.17 2.14 0.400
H 0.11 -1.88 3.69 0.627
H 0.37 -1.58 1.99 -1.157
H 2.83 -2.69 2.80 0.470
H 2.34 -1.76 4.20 0.410
H 1.77 -0.20 2.11 -0.910
H 4.43 -1.34 1.83 0.801
H 3.50 -3.38 -0.66 0.303
H 4.79 -2.43 -0.33 0.225
H 2.05 -1.92 -1.41 1.022
H 1.16 -1.07 -0.17 -0.664
H 1.67 0.57 -1.65 0.688
H 5.65 0.89 -2.80 0.311
H 4.57 1.25 -4.19 0.546
H 4.33 2.09 -2.65 0.234
H 3.66 1.80 -0.75 0.149
H 1.10 1.71 -0.18 0.431
H 1.80 1.49 1.39 -0.547
H 2.60 3.71 1.44 0.514
H 2.94 3.72 -0.31 0.327
H 0.36 3.68 -0.61 0.434
H 1.09 5.18 -0.10 0.455
H 0.56 4.60 2.30 0.261
H -0.82 4.90 1.27 0.315
H 0.06 2.32 2.55 0.299
H -0.67 2.20 0.95 -0.217
H -2.71 3.19 1.65 0.423
H -2.05 3.66 3.23 0.392
H -3.53 1.56 3.23 0.233
H -1.99 1.48 4.06 0.478
H -2.45 -0.57 2.81 0.774
H -0.99 0.19 2.26 -1.094
H -3.23 1.14 0.63 0.175
H -1.77 0.32 0.12 0.080
H -3.26 -1.28 -0.54 0.673
H -3.05 -1.86 1.11 -1.069
H -5.42 -1.78 0.83 0.526
H -5.04 -0.28 1.68 0.097
H -5.34 1.09 -0.18 0.311
H -6.66 -0.09 -0.27 -0.076
H -4.08 1.05 -2.70 0.225
H -5.43 0.28 -3.56 -0.004
H -5.76 1.51 -2.33 0.297
H 3.47 1.69 2.56 0.271
H 5.07 1.03 2.64 0.519
H 4.77 2.44 1.61 0.433
H 5.35 -0.52 -0.64 0.126
H 6.06 -0.22 0.93 0.691
H 5.66 2.27 -0.34 0.177
H 7.02 1.58 0.18 0.338
C -0.20 8.34 1.37 0.374
Cl 1.52 7.95 1.57 -0.113
Cl -0.42 10.08 1.37 -0.087
Cl -0.76 7.67 -0.17 -0.111
Cl -1.12 7.62 2.69 -0.090
C -7.62 3.09 2.04 0.140
Cl -5.85 2.98 1.98 -0.018
Cl -8.10 4.77 1.77 -0.092
Cl -8.33 2.06 0.79 0.001
Cl -8.18 2.56 3.62 -0.104
C 7.39 -2.08 -5.02 0.254
Cl 8.50 -3.32 -5.61 -0.013
Cl 7.59 -1.89 -3.27 -0.099
Cl 7.74 -0.54 -5.82 -0.112
Cl 5.73 -2.56 -5.37 -0.086
C 11.87 -5.65 -6.87 0.375
Cl 12.76 -7.11 -6.45 -0.088
Cl 10.15 -5.89 -6.52 -0.101
Cl 12.47 -4.29 -5.93 -0.099
Cl 12.07 -5.31 -8.59 -0.086
C -4.17 -5.89 3.25 0.328
Cl -2.56 -6.23 3.90 -0.099
Cl -4.33 -4.15 2.94 -0.048
Cl -4.38 -6.76 1.73 -0.107
Cl -5.40 -6.40 4.40 -0.095
C -10.48 -1.41 -0.20 0.251
Cl -9.44 -0.37 -1.19 0.000
Cl -11.46 -0.41 0.87 -0.092
Cl -11.52 -2.36 -1.26 -0.088
Cl -9.46 -2.49 0.75 -0.092
C -7.79 -1.58 -4.85 0.356
Cl -8.64 -1.82 -6.38 -0.095
Cl -8.31 -2.79 -3.68 -0.079
Cl -6.04 -1.74 -5.12 -0.105
Cl -8.13 0.04 -4.24 -0.103
```

HOMO level (eV): -11.1
Orbital gap (eV): 8.717
Total charge: +1

Entry 4:
Here is 2 unconnected molecules or ions with the total composition C4H5NO2 from OMol25. Energies are from wB97M-V/def2-TZVPD.

```
12
Properties=species:S:1:pos:R:3:mulliken_charge:R:1
O -1.88 -1.36 1.34 -0.484
C -1.16 -0.73 0.62 0.522
C 0.35 -0.68 0.67 -0.406
C 0.82 -0.59 -0.76 0.035
N 0.11 -0.02 -1.65 -0.287
C -0.97 0.75 -1.26 -0.183
O -1.72 0.14 -0.31 -0.164
H 0.67 0.17 1.27 0.242
H 0.71 -1.59 1.15 0.302
H 1.74 -1.10 -1.06 0.389
H 0.96 2.54 0.22 0.058
H 0.37 2.48 -0.24 -0.025
```

HOMO level (eV): -9.3
Orbital gap (eV): 8.389
ΔE to the lowest compared entry with this formula, charge and spin (kcal/mol): 99.20

Entry 5:
Here is 4 unconnected molecules or ions with the total composition C16H28N4 at a distorted geometry from OMol25. Energies are from wB97M-V/def2-TZVPD.

```
48
Properties=species:S:1:pos:R:3:mulliken_charge:R:1
C 1.89 4.60 1.96 -1.196
C 0.37 4.46 1.81 -0.187
C -0.37 4.14 3.12 -0.447
C 0.07 2.88 3.70 0.257
N 0.37 1.85 4.13 -0.507
H 2.08 5.36 2.73 0.309
H 2.36 4.81 1.01 0.362
H 2.27 3.69 2.43 0.335
H 0.18 3.61 1.15 0.069
H -0.15 5.29 1.34 0.378
H -1.44 4.03 3.00 0.292
H -0.13 4.93 3.85 0.376
C 2.37 -2.48 2.17 -1.309
C 0.89 -2.66 1.77 -0.349
C 0.62 -2.62 0.27 -0.384
C 1.04 -1.35 -0.33 0.209
N 1.39 -0.36 -0.79 -0.529
H 2.46 -2.73 3.22 0.392
H 2.73 -1.46 2.01 0.343
H 3.03 -3.10 1.55 0.314
H 0.32 -1.88 2.25 0.108
H 0.60 -3.62 2.20 0.449
H -0.45 -2.77 0.10 0.306
H 1.03 -3.45 -0.32 0.463
C -1.87 1.20 -0.57 -0.907
C -1.75 1.12 0.96 -0.048
C -2.40 -0.12 1.57 0.059
C -3.82 -0.27 1.21 0.044
N -4.94 -0.39 0.97 -0.462
H -2.87 0.92 -0.91 0.394
H -1.24 0.44 -1.02 -0.131
H -1.68 2.21 -0.93 0.419
H -2.16 2.05 1.34 0.108
H -0.71 1.09 1.29 0.313
H -2.28 -0.15 2.65 0.363
H -1.90 -1.02 1.17 -0.239
C 0.37 -3.60 -5.04 -1.194
C 1.13 -2.44 -4.39 -0.276
C 0.30 -1.20 -4.12 -0.431
C -0.86 -1.43 -3.26 0.199
N -1.76 -1.57 -2.56 -0.455
H 0.20 -3.45 -6.10 0.302
H -0.54 -3.86 -4.51 0.358
H 0.96 -4.52 -4.98 0.344
H 2.03 -2.27 -4.98 0.354
H 1.49 -2.76 -3.40 0.150
H -0.12 -0.78 -5.04 0.379
H 0.90 -0.40 -3.69 0.303
```

SMILES: CCCC#N.CCCC#N.CCCC#N.CCCC#N
HOMO level (eV): -11.2
Orbital gap (eV): 11.954
ΔE to the lowest compared entry with this formula, charge and spin (kcal/mol): 4.79

Entry 6:
Here is 2 unconnected molecules or ions with the total composition C3H2N4O at a distorted geometry from OMol25. Energies are from wB97M-V/def2-TZVPD.

```
10
Properties=species:S:1:pos:R:3:mulliken_charge:R:1
C -0.26 -0.17 -0.02 0.132
C -2.23 0.61 0.27 0.265
C 0.79 -1.30 -0.16 -0.153
N 0.32 0.97 -0.19 0.024
N 1.60 1.21 -0.22 -0.338
N 2.40 0.28 0.14 -0.229
N 2.01 -0.95 0.05 -0.116
O -3.21 0.01 0.08 -0.297
H -1.98 1.61 0.63 0.342
H 0.55 -2.26 -0.57 0.371
```

HOMO level (eV): -9.1
Orbital gap (eV): 8.586
ΔE to the lowest compared entry with this formula, charge and spin (kcal/mol): 103.82